Entry 1:
Computed, not measured: a cluster of 7 separate species, C33H37F6N3O20 in total at a distorted geometry, with wB97M-V/def2-TZVPD.

```
! wB97M-V def2-TZVPD RIJCOSX def2/J DEFGRID3
* xyz 0 1
C -0.448 6.540 1.114
N 0.077 5.283 0.552
C -0.304 4.094 1.307
C 0.846 3.006 1.325
C 1.528 2.951 -0.004
N 2.198 2.954 -0.956
C 0.156 1.641 1.654
C -0.869 1.748 2.801
C -0.424 1.681 4.118
C -1.287 1.806 5.194
C -2.642 2.007 5.032
C -3.613 2.187 6.179
C -3.101 2.056 3.716
C -2.259 1.937 2.637
C 1.864 3.432 2.421
C 2.653 4.652 2.057
N 3.063 5.676 1.705
C 2.897 2.326 2.796
O 3.942 2.955 3.554
O 3.518 2.972 4.899
H -0.879 6.435 2.119
H 0.364 7.280 1.194
H -1.237 6.972 0.476
H -0.307 5.215 -0.381
H -0.485 4.356 2.353
H -1.166 3.598 0.830
H 0.888 0.886 1.985
H -0.280 1.233 0.732
H 0.640 1.545 4.320
H -0.878 1.753 6.204
H -3.095 2.127 7.145
H -4.458 1.491 6.131
H -4.044 3.201 6.132
H -4.161 2.233 3.524
H -2.640 1.994 1.620
H 1.279 3.637 3.329
H 3.350 1.831 1.928
H 2.435 1.617 3.492
H 4.068 2.327 5.378
O -3.824 1.875 -0.351
C -3.957 0.697 -0.310
O -4.457 -0.047 -1.322
C -4.327 -1.415 -0.944
C -4.263 -1.326 0.558
F -3.487 -2.311 1.074
O -3.619 -0.080 0.767
H -3.412 -1.825 -1.378
H -5.175 -2.000 -1.294
H -5.234 -1.328 1.057
O -0.138 -2.851 -3.940
C -0.055 -1.861 -3.284
O 0.755 -0.822 -3.574
C 0.465 0.221 -2.632
C -0.125 -0.555 -1.488
F -1.068 0.167 -0.829
O -0.760 -1.642 -2.143
H -0.243 0.917 -3.073
H 1.366 0.765 -2.352
H 0.607 -0.935 -0.772
O -1.978 0.387 -4.231
C -2.071 0.044 -5.364
O -3.037 -0.779 -5.835
C -2.886 -0.840 -7.256
C -1.438 -0.467 -7.433
F -1.235 0.196 -8.596
O -1.214 0.422 -6.351
H -3.560 -0.121 -7.725
H -3.113 -1.835 -7.633
H -0.743 -1.306 -7.366
O -5.947 -5.549 -0.838
C -4.847 -5.618 -1.269
O -4.478 -5.167 -2.500
C -3.053 -5.307 -2.583
C -2.779 -6.382 -1.565
F -1.569 -6.213 -0.979
O -3.791 -6.163 -0.600
H -2.578 -4.359 -2.324
H -2.746 -5.591 -3.587
H -2.857 -7.401 -1.951
O 5.303 0.346 5.757
C 5.911 0.341 4.737
O 5.342 0.204 3.515
C 6.376 0.395 2.545
C 7.613 0.058 3.335
F 8.679 0.781 2.919
O 7.262 0.469 4.645
H 6.369 1.432 2.205
H 6.233 -0.259 1.687
H 7.873 -1.002 3.341
O 4.206 -7.284 -2.933
C 3.764 -6.200 -3.096
O 3.069 -5.809 -4.196
C 2.596 -4.481 -3.949
C 3.565 -3.989 -2.908
F 2.971 -3.114 -2.052
O 3.891 -5.170 -2.203
H 1.573 -4.523 -3.576
H 2.615 -3.883 -4.856
H 4.475 -3.542 -3.312
*
```

structure (SMILES): CNC[C@](C#N)(Cc1ccc(C)cc1)[C@H](C#N)COO.O=C1OC[C@@H](F)O1.O=C1OC[C@@H](F)O1.O=C1OC[C@@H](F)O1.O=C1OC[C@@H](F)O1.O=C1OC[C@@H](F)O1.O=C1OC[C@@H](F)O1
highest occupied orbital energy: -8.78 eV

***

Entry 2:
Computed, not measured: a structure of composition C25H54BrINbO24 at a distorted geometry, with wB97M-V/def2-TZVPD.

```
! wB97M-V def2-TZVPD RIJCOSX def2/J DEFGRID3
* xyz -1 1
C 5.742 3.561 2.596
Nb 3.492 3.854 2.574
Br 3.555 4.095 -0.078
I 2.778 1.128 2.481
H 6.020 3.176 1.614
H 6.225 4.540 2.711
H 6.118 2.933 3.407
H 1.718 4.340 2.622
H 3.415 3.761 4.379
H 3.763 5.632 2.793
C -0.343 -0.698 3.116
O -1.223 -1.476 2.286
C -2.013 -0.756 1.498
O -2.063 0.445 1.438
O -2.763 -1.597 0.770
C -3.647 -0.920 -0.119
H 0.231 -1.410 3.704
H 0.346 -0.097 2.520
H -0.913 -0.057 3.787
H -3.085 -0.319 -0.831
H -4.344 -0.294 0.435
H -4.205 -1.681 -0.659
C -4.297 2.488 -1.156
O -5.169 1.734 -2.009
C -5.950 2.472 -2.796
O -5.980 3.674 -2.841
O -6.698 1.644 -3.530
C -7.592 2.306 -4.428
H -3.725 1.771 -0.577
H -3.611 3.097 -1.741
H -4.868 3.117 -0.477
H -7.041 2.910 -5.147
H -8.300 2.925 -3.879
H -8.140 1.535 -4.962
C -5.726 5.894 -7.633
O -5.704 5.353 -8.958
C -6.342 4.191 -9.083
O -6.911 3.599 -8.203
O -6.242 3.794 -10.354
C -6.885 2.548 -10.628
H -5.176 6.830 -7.674
H -6.748 6.089 -7.314
H -5.238 5.220 -6.933
H -7.953 2.614 -10.427
H -6.443 1.748 -10.038
H -6.728 2.347 -11.684
C 8.040 -2.881 4.619
O 7.087 -3.314 3.645
C 5.873 -2.753 3.786
O 5.562 -1.965 4.634
O 5.093 -3.235 2.818
C 3.753 -2.717 2.831
H 8.969 -3.398 4.395
H 8.199 -1.807 4.547
H 7.712 -3.147 5.623
H 3.753 -1.639 2.681
H 3.254 -2.970 3.764
H 3.231 -3.193 2.005
C 0.649 8.831 4.156
O 0.626 8.973 5.581
C 1.690 8.438 6.184
O 2.605 7.891 5.635
O 1.555 8.610 7.506
C 2.633 8.064 8.265
H -0.259 9.299 3.786
H 1.516 9.337 3.734
H 0.659 7.780 3.873
H 3.574 8.544 7.999
H 2.708 6.989 8.111
H 2.408 8.265 9.310
C 8.013 -6.160 3.549
O 8.401 -7.036 4.618
C 7.390 -7.696 5.176
O 6.231 -7.617 4.864
O 7.884 -8.466 6.152
C 6.896 -9.233 6.841
H 8.923 -5.689 3.184
H 7.560 -6.725 2.736
H 7.331 -5.393 3.901
H 6.392 -9.914 6.159
H 6.169 -8.581 7.323
H 7.425 -9.806 7.598
C -9.217 -2.111 -3.498
O -10.080 -2.873 -4.347
C -10.861 -2.135 -5.133
O -10.890 -0.933 -5.177
O -11.609 -2.961 -5.869
C -12.501 -2.296 -6.766
H -8.642 -2.821 -2.911
H -8.535 -1.501 -4.086
H -9.797 -1.484 -2.824
H -11.947 -1.690 -7.481
H -13.207 -1.675 -6.217
H -13.042 -3.076 -7.295
C 6.788 -4.219 0.517
O 6.233 -3.983 -0.783
C 6.623 -4.846 -1.714
O 7.376 -5.774 -1.557
O 6.033 -4.511 -2.866
C 6.365 -5.361 -3.961
H 6.400 -3.457 1.179
H 6.487 -5.197 0.889
H 7.876 -4.146 0.485
H 6.053 -6.386 -3.763
H 7.434 -5.329 -4.164
H 5.824 -4.979 -4.822
*
```

highest occupied orbital energy: -5.17 eV

***

Entry 3:
Computed, not measured: the molecule C5H12N3PS at a distorted geometry, with wB97M-V/def2-TZVPD.

```
! wB97M-V def2-TZVPD RIJCOSX def2/J DEFGRID3
* xyz 0 1
C 0.648 -2.123 1.316
N 1.564 -0.942 1.111
P 0.953 0.428 0.420
S 1.938 1.909 -0.257
N -0.176 -0.439 -1.282
C 0.716 -0.292 -2.427
C -0.484 0.606 -2.366
N -0.267 0.796 1.468
C -1.106 1.916 1.508
C -1.687 0.550 1.154
H 0.268 -1.990 2.335
H -0.143 -1.975 0.513
H 1.200 -2.969 1.131
H 2.359 -1.246 0.675
H 0.779 -1.270 -2.967
H 1.797 0.043 -2.213
H -0.313 1.616 -2.221
H -1.449 0.339 -2.849
H -1.248 2.559 0.603
H -1.418 2.382 2.475
H -2.153 -0.139 1.741
H -1.777 0.243 0.129
*
```

structure (SMILES): CNP(=S)(N1CC1)N1CC1
highest occupied orbital energy: -8.50 eV
relative energy (zero: lowest compared OMol25 entry of this formula, charge and spin): 4.110 eV

***

Entry 4:
Computed, not measured: the molecule C5H8O at a distorted geometry, with wB97M-V/def2-TZVPD.

```
! wB97M-V def2-TZVPD RIJCOSX def2/J DEFGRID3
* xyz 0 1
C -0.336 0.246 -2.852
C 0.083 0.367 -1.480
C 0.096 0.214 -0.283
C 0.782 0.184 0.996
C -0.035 -0.099 2.243
O -0.721 -1.328 2.158
H -1.402 0.161 -2.633
H -0.193 1.109 -3.503
H 0.076 -0.664 -3.302
H 1.550 -0.585 0.870
H 1.258 1.166 1.042
H 0.659 -0.178 3.085
H -0.724 0.735 2.446
H -1.178 -1.327 1.306
*
```

structure (SMILES): CC#CCCO
highest occupied orbital energy: -9.50 eV
relative energy (zero: lowest compared OMol25 entry of this formula, charge and spin): 2.446 eV

***

Entry 5:
Computed, not measured: a cluster of 2 separate species, C8H14N2Si in total at a distorted geometry, with wB97M-V/def2-TZVPD.

```
! wB97M-V def2-TZVPD RIJCOSX def2/J DEFGRID3
* xyz 0 1
C -1.506 -2.281 1.850
C -2.295 -2.978 0.953
C -0.820 -1.163 1.494
C -2.295 -2.543 -0.359
C -0.727 -0.891 0.105
C -0.135 0.411 -2.287
C 0.801 3.167 0.000
C 2.744 0.774 -0.035
N -1.413 -1.573 -0.825
N -0.095 0.235 -0.269
Si 1.027 1.289 0.463
H -1.684 -2.267 2.933
H -2.853 -3.882 1.298
H -0.353 -0.491 2.196
H -2.843 -2.932 -1.175
H 0.907 0.610 -2.420
H -0.433 -0.469 -2.873
H -1.010 1.067 -2.310
H 0.308 3.270 -0.924
H 0.349 3.884 0.732
H 1.832 3.752 0.048
H 3.067 -0.170 0.393
H 2.767 0.690 -1.165
H 3.534 1.507 0.305
H 1.125 0.984 1.870
*
```

highest occupied orbital energy: -7.88 eV
relative energy (zero: lowest compared OMol25 entry of this formula, charge and spin): 2.099 eV

***

Entry 6:
Computed, not measured: a structure of composition C4H4CuO2 at a distorted geometry, with wB97M-V/def2-TZVPD.

```
! wB97M-V def2-TZVPD RIJCOSX def2/J DEFGRID3
* xyz 3 3
C -0.452 1.748 -1.652
O 0.643 2.044 -1.911
H 1.377 2.054 -2.580
C -1.435 0.037 0.045
C -0.340 -0.281 0.744
C 0.902 -0.852 0.806
O 1.285 -1.805 1.498
Cu 0.774 -3.270 2.314
H -2.203 0.657 0.525
H -1.797 -0.647 -0.734
H 1.246 0.315 0.944
*
```

highest occupied orbital energy (spin up / spin down): -23.63 / -23.75 eV
relative energy (zero: lowest compared OMol25 entry of this formula, charge and spin): 1.668 eV

***

Entry 7:
Computed, not measured: a structure of composition C38H28Cl3N5O4PSr at a distorted geometry, with wB97M-V/def2-TZVPD.

```
! wB97M-V def2-TZVPD RIJCOSX def2/J DEFGRID3
* xyz -1 1
Sr 1.836 0.559 1.702
Cl 2.606 -3.715 7.678
C 1.865 -2.851 6.349
C 2.683 -2.271 5.393
C 2.148 -1.607 4.310
N 2.978 -0.994 3.318
C 3.080 -1.519 2.108
O 3.565 -0.829 1.141
C 2.419 -2.855 1.740
C 1.927 -2.983 0.442
C 1.239 -4.134 0.087
C 1.065 -5.124 1.040
C 1.600 -4.921 2.304
N 2.266 -3.816 2.657
C 0.747 -1.452 4.196
C -0.067 -2.049 5.160
C 0.487 -2.751 6.222
Cl -0.588 -3.490 7.388
N 0.281 -0.591 3.178
C -0.965 -0.666 2.696
O -1.794 -1.587 2.783
C -1.403 0.629 1.980
C -2.746 0.790 1.681
C -3.187 2.014 1.200
C -2.269 3.035 1.008
C -0.939 2.775 1.272
N -0.503 1.601 1.757
H 3.760 -2.361 5.482
H 2.095 -2.178 -0.264
H 0.846 -4.248 -0.917
H 0.534 -6.042 0.809
H 1.485 -5.674 3.082
H -1.141 -1.964 5.077
H -3.406 -0.052 1.838
H -4.234 2.172 0.965
H -2.574 4.006 0.634
H -0.177 3.526 1.069
N 3.725 2.464 1.403
C 3.423 3.281 0.191
C 2.287 2.668 -0.627
O 1.783 3.352 -1.537
O 1.966 1.483 -0.276
H 4.315 2.975 2.040
H 4.243 1.632 1.125
H 4.278 3.384 -0.473
H 3.115 4.277 0.494
Cl 2.094 -0.749 -2.517
C 1.451 0.358 -3.710
C 2.121 0.394 -4.923
C 1.703 1.257 -5.921
C 0.621 2.087 -5.689
C -0.048 2.041 -4.470
C 0.329 1.174 -3.444
P -0.515 1.075 -1.771
C -2.010 2.130 -2.048
C -3.327 1.677 -2.089
C -4.389 2.580 -2.158
C -4.151 3.949 -2.179
C -2.841 4.417 -2.108
C -1.784 3.517 -2.026
C -1.262 -0.613 -1.986
C -1.295 -1.438 -0.862
C -1.874 -2.705 -0.908
C -2.412 -3.167 -2.102
C -2.367 -2.364 -3.243
C -1.798 -1.098 -3.183
H 2.978 -0.255 -5.071
H 2.226 1.281 -6.871
H 0.288 2.777 -6.457
H -0.886 2.704 -4.321
H -3.534 0.614 -2.053
H -5.407 2.208 -2.195
H -4.979 4.647 -2.239
H -2.644 5.484 -2.100
H -0.759 3.877 -1.926
H -0.866 -1.091 0.070
H -1.901 -3.312 -0.009
H -2.868 -4.150 -2.148
H -2.782 -2.727 -4.177
H -1.765 -0.478 -4.075
*
```

highest occupied orbital energy: -4.75 eV
relative energy (zero: lowest compared OMol25 entry of this formula, charge and spin): 2.155 eV

***

Entry 8:
Computed, not measured: a structure of composition C45H55ClN4O2S4Si2Ti at a distorted geometry, with wB97M-V/def2-TZVPD.

```
! wB97M-V def2-TZVPD RIJCOSX def2/J DEFGRID3
* xyz -2 3
Ti -0.145 -0.346 -0.204
O 3.635 1.245 5.558
C 2.992 0.888 4.594
S 3.680 0.565 3.008
C 2.185 0.172 2.159
C 1.057 0.246 2.895
S -0.564 -0.080 2.320
S 1.241 0.719 4.581
S 2.324 -0.302 0.485
C -1.749 -1.253 -4.265
Si -1.298 0.490 -3.685
C -2.889 1.298 -3.038
C -1.118 1.409 -5.357
C 0.105 0.546 -2.489
C 0.064 1.854 -1.772
C 0.167 3.124 -2.336
C 0.100 4.262 -1.544
C -0.060 4.110 -0.173
C -0.150 2.833 0.344
N -0.104 1.739 -0.428
Si 1.801 0.229 -3.204
C 1.901 0.334 -5.109
C 3.069 1.513 -2.654
C 2.540 -1.474 -2.888
H -2.555 -1.188 -4.998
H -2.063 -1.917 -3.464
H -0.894 -1.721 -4.755
H -3.625 1.326 -3.844
H -2.688 2.328 -2.742
H -3.347 0.806 -2.189
H -2.112 1.484 -5.800
H -0.476 0.886 -6.064
H -0.735 2.421 -5.248
H 0.322 3.201 -3.404
H 0.187 5.246 -1.987
H -0.100 4.963 0.494
H -0.253 2.637 1.407
H 1.618 1.311 -5.497
H 1.294 -0.417 -5.611
H 2.940 0.150 -5.384
H 2.733 2.532 -2.846
H 3.987 1.347 -3.222
H 3.290 1.427 -1.593
H 1.986 -2.257 -3.403
H 2.570 -1.734 -1.832
H 3.561 -1.482 -3.274
C -8.522 -2.034 1.900
C -7.270 -1.340 1.335
C -7.747 -0.083 0.599
C -6.437 -0.915 2.544
C -6.542 -2.302 0.329
O -7.562 -2.768 -0.591
C -5.921 -3.588 0.930
C -4.451 -3.698 1.360
C -4.045 -3.152 2.703
C -4.594 -3.673 3.874
C -4.218 -3.194 5.117
C -3.270 -2.186 5.182
Cl -2.798 -1.579 6.752
C -2.680 -1.667 4.038
C -3.075 -2.161 2.804
C -5.609 -1.635 -0.712
N -4.391 -0.973 -0.296
C -3.118 -1.308 -0.607
N -2.280 -0.372 -0.178
C -3.109 0.559 0.372
N -4.383 0.250 0.296
H -8.996 -1.360 2.612
H -8.286 -2.948 2.442
H -9.265 -2.254 1.133
H -8.438 0.464 1.241
H -8.270 -0.336 -0.324
H -6.915 0.577 0.372
H -7.000 -0.153 3.086
H -5.483 -0.482 2.275
H -6.268 -1.738 3.229
H -8.113 -3.399 -0.118
H -6.036 -4.321 0.124
H -6.561 -3.937 1.746
H -3.798 -3.273 0.601
H -4.222 -4.770 1.357
H -5.331 -4.467 3.817
H -4.646 -3.594 6.025
H -1.914 -0.905 4.086
H -2.582 -1.775 1.921
H -6.201 -0.919 -1.284
H -5.302 -2.421 -1.405
H -2.819 -2.223 -1.086
H -2.738 1.459 0.828
C 0.823 -6.969 -3.156
C 1.290 -6.611 -1.896
C 1.012 -5.366 -1.361
C 0.244 -4.430 -2.066
C -0.192 -4.799 -3.344
C 0.083 -6.045 -3.881
C -0.068 -3.068 -1.587
C -0.108 -2.541 -0.342
C -0.057 -3.455 0.817
C -0.976 -4.505 0.937
C -0.995 -5.334 2.046
C -0.092 -5.134 3.080
C 0.822 -4.091 2.983
C 0.837 -3.258 1.878
H 1.046 -7.945 -3.569
H 1.889 -7.309 -1.322
H 1.407 -5.107 -0.388
H -0.762 -4.080 -3.922
H -0.279 -6.292 -4.873
H -0.220 -2.385 -2.421
H -1.665 -4.678 0.120
H -1.724 -6.134 2.106
H -0.111 -5.769 3.957
H 1.523 -3.908 3.789
H 1.531 -2.426 1.821
*
```

highest occupied orbital energy (spin up / spin down): 0.15 / -1.34 eV
relative energy (zero: lowest compared OMol25 entry of this formula, charge and spin): 0.681 eV